# 1
# C38H35N2P2PtSSi

A molecular structure, C38H35N2P2PtSSi (wB97M-V/def2-TZVPD, the OMol25 dataset).

Structure (ORCA input):
```
! RIJCOSX wB97M-V def2-TZVPD def2/J DEFGRID3
* xyz 1 1
H -0.2203 6.3650 0.7148
H -3.7717 3.3907 2.6751
C -3.5021 3.0954 1.6701
H 0.6987 1.1794 2.6465
H -1.3442 -3.1031 3.7272
H -3.6918 -3.7289 4.0122
C 3.9005 -3.6243 2.1563
C -3.1013 1.7898 1.4199
C -2.7019 -1.3382 1.1619
H 6.6689 1.2785 -1.9799
H 4.8277 -2.0218 1.0650
H -4.7944 0.3973 -1.3253
C 1.5021 -2.1990 1.8449
H -4.8032 -1.2768 0.6930
C -2.0807 -2.7054 3.0405
C 1.8142 -2.6828 -2.9698
H -0.0004 5.0268 1.7905
H 4.5218 0.0904 -1.9087
C -4.0390 -1.6713 1.3513
H 2.6062 -2.9660 -1.0009
C 1.3058 -1.7789 -3.8943
Pt 0.0217 -0.3623 -0.3857
C -2.7614 1.4010 0.1291
H 0.1637 6.0769 -1.5519
C -3.2308 3.6245 -0.6611
C -5.0361 -0.8592 -3.0363
H 0.8422 0.2790 -4.2867
C 1.6700 0.0193 -2.3283
C -2.4706 -1.7770 -2.5014
C -3.4113 -3.0526 3.2155
C -3.0493 -0.8225 -1.6711
H -5.4285 -2.8022 2.5224
H 7.5054 2.4594 0.0216
H -0.8195 0.6506 3.3695
C 2.1823 -0.8897 -1.3891
C 3.9048 -2.4153 1.4750
N 0.0182 5.3994 0.8582
H -3.0626 1.0781 2.2352
H 4.0046 1.3069 2.1807
C 4.8701 0.6150 -1.0283
C -3.1745 -2.2768 -3.5868
H 4.8234 -4.1710 2.2937
H 1.6769 1.0870 -2.1219
C 0.3437 4.5697 -0.1477
H 0.6974 -0.0583 3.9199
H -1.4635 -2.1287 -2.2983
C 4.1174 0.6134 0.1421
C 1.2312 -0.4340 -3.5715
C 5.8092 1.9411 1.2269
H 0.6332 4.5197 -2.1477
S 0.7338 2.9669 0.1314
H 0.9666 -2.1192 -4.8631
H -2.7168 -3.0214 -4.2244
C -3.5687 4.0096 0.6308
C 1.5193 -3.4350 2.4864
C -2.8181 2.3275 -0.9108
C -4.3369 -0.3618 -1.9481
P -2.1401 -0.2642 -0.2005
H -2.5521 2.0330 -1.9193
P 2.5239 -0.2297 0.2907
H -6.0321 -0.4934 -3.2469
H 6.1750 2.4565 2.1045
C -4.4559 -1.8201 -3.8549
C -1.6961 -1.8496 2.0081
C 0.1652 0.3143 3.0406
H -3.8974 5.0225 0.8235
C 6.0859 1.2819 -1.0689
C 6.5560 1.9422 0.0562
C 4.5894 1.2892 1.2681
C 2.7154 -1.7223 1.3004
H 1.8761 -3.7353 -3.2116
H 0.6066 -3.8575 2.8861
C -4.3913 -2.5323 2.3765
Si 0.0003 -1.0565 1.7702
H 2.6996 -5.0928 3.1556
N 0.3378 5.1010 -1.3844
H -3.2898 4.3355 -1.4746
C 2.7061 -4.1407 2.6416
H -5.0019 -2.2068 -4.7049
C 2.2381 -2.2495 -1.7241
*
```

orbital gap = 7.44 eV
energy relative to the best compared isomer or geometry (same formula, charge and spin) = 37.23 kcal per mole

Here are the Mulliken charges for atoms 1 to 8, given in e: atom 1 (H): 0.181, atom 2 (H): 0.451, atom 3 (C): -0.952, atom 4 (H): 0.236, atom 5 (H): 0.396, atom 6 (H): 0.405, atom 7 (C): -0.739, atom 8 (C): -0.385

---

# 2
# C38H36AsN2O7PS5V

A molecular structure, C38H36AsN2O7PS5V (wB97M-V/def2-TZVPD, the OMol25 dataset).

Structure (ORCA input):
```
! RIJCOSX wB97M-V def2-TZVPD def2/J DEFGRID3
* xyz -2 4
H -3.4368 -4.1825 1.0914
H -3.7973 0.5950 0.6628
S -3.2060 -0.0147 -1.9761
C 0.5486 1.2819 -3.3601
S -0.0830 1.2960 -5.0663
H 2.7490 -6.3388 -5.4044
N 1.0403 0.2889 -2.7688
H -3.6294 -0.4749 2.0839
H 2.2798 -6.4535 -2.9799
C 2.0521 2.0791 1.6987
H 5.1628 -2.2455 4.7239
H -4.6378 2.2136 -2.8649
S -1.0574 -2.2736 0.8052
C -3.0460 1.6568 -1.5613
H -0.1632 -1.4737 3.2281
O -0.7272 0.2035 -0.6309
H 3.6857 4.0061 -0.5586
C -2.0738 2.1481 -0.6598
P 1.0528 0.5333 1.7306
H -2.0250 -1.5735 4.8439
H -3.0359 0.5181 5.6987
O 4.3047 -2.0808 -0.0690
C -0.9960 1.3221 -0.1213
H 4.9819 -2.3796 2.2195
H -2.9536 -3.8015 -1.4501
C 2.5238 2.5389 0.4721
C 3.1465 3.9377 2.7733
H -0.3791 2.7928 3.2393
H 2.0186 2.4685 3.8152
H 3.5603 -0.8087 5.9562
C -0.7048 3.6164 -3.7822
H -4.5697 4.6139 -2.2905
C 2.3748 2.7926 2.8487
C -3.9264 2.5799 -2.1395
H 1.8045 0.3913 4.7515
V 0.6146 -0.9288 -0.1047
H 4.2343 5.2727 1.4972
H 3.3658 4.4968 3.6755
H -1.7382 2.9448 -5.5518
H 2.2665 1.9968 -0.4282
C 3.3190 3.6678 0.4018
As -3.0147 -1.8403 0.0813
C 2.5103 -0.2102 4.1932
C -2.9778 4.3818 -0.8662
H -3.6458 -2.4527 -2.3975
O -0.3243 1.8039 0.8570
C 2.3884 -0.2976 2.8035
H -1.3417 3.8341 0.4070
O 1.9489 -2.3707 0.5056
S 0.5327 2.8832 -2.6366
C -2.0821 3.5013 -0.3055
C 3.5012 -0.8906 4.8764
C -0.6064 -0.5583 3.6034
C 3.3310 -1.0703 2.1369
C -0.1366 0.6658 3.1266
O 0.5172 -2.1149 -1.6486
N 1.2614 -0.8524 -3.4320
O 1.3638 -4.5897 -1.5264
H -4.6653 -3.3425 -1.2178
H -4.9269 -3.2280 1.2925
C -3.8894 3.9193 -1.8128
C -0.7162 1.8354 3.6114
C 2.1307 -5.5318 -3.5260
C -1.6432 -0.6160 4.5158
C 2.2136 -4.2660 -5.5613
C -3.6651 -2.9726 -1.4454
C 4.3134 -1.7703 2.8079
C 3.6302 4.3755 1.5521
H -0.1804 4.3370 -4.4129
H -3.5258 -2.9717 2.3610
C 2.4029 -5.4578 -4.8780
H -2.2018 2.6922 4.8907
C 4.4074 -1.6856 4.1867
C 1.6536 -4.4213 -2.8267
O 2.7254 -0.2452 -0.3320
C -2.2168 0.5530 4.9903
C -1.3468 2.5316 -4.6219
H -1.4459 4.1295 -3.1703
C -1.7451 1.7752 4.5362
H -5.0680 -0.6106 1.0235
H 2.3985 -4.2191 -6.6266
C 1.7808 -3.1488 -4.8751
C 1.4980 -3.1991 -3.5123
H -2.1414 2.0191 -4.0780
H 1.6411 -2.2056 -5.3788
C 1.0702 -1.9809 -2.7900
H -2.9604 5.4290 -0.5940
H 1.0913 -3.7212 -1.1385
C -3.8344 -3.1994 1.3425
C -3.9992 -0.3961 1.0595
S 3.0879 -1.4547 0.4015
*
```

orbital gap (alpha / beta) = 5.22 / 6.48 eV
energy relative to the best compared isomer or geometry (same formula, charge and spin) = 73.84 kcal per mole
expectation value of S² = 3.7614

Here are the Mulliken charges for atoms 1 to 8, given in e: atom 1 (H): 0.375, atom 2 (H): 0.242, atom 3 (S): -0.391, atom 4 (C): 0.201, atom 5 (S): -0.210, atom 6 (H): 0.352, atom 7 (N): 0.317, atom 8 (H): 0.114

---

# 3
# C38H36ClF6N2O3P2

7 unconnected molecules or ions with the total composition C38H36ClF6N2O3P2 (wB97M-V/def2-TZVPD, the OMol25 dataset).

Structure (ORCA input):
```
! RIJCOSX wB97M-V def2-TZVPD def2/J DEFGRID3
* xyz 1 1
C 0.5763 -3.0776 2.0242
C 0.2006 -10.0494 1.9372
H -0.4229 -2.8928 2.4026
H -5.1277 10.7551 -2.0754
H 0.6004 3.4021 1.6302
C 4.8807 9.4242 2.9357
C -4.0108 9.6188 -0.6353
P 1.6788 1.1614 -1.9311
C -4.2992 -11.1896 -2.8378
C 4.0121 8.5695 3.5928
C -1.8093 -9.8037 0.6277
C 1.4067 -2.0087 1.7035
F -0.2296 4.8221 -0.3744
H -4.1147 9.6139 -4.0237
F -2.6908 8.2890 0.7922
H 1.0914 4.2973 3.9021
H 3.6492 6.6012 4.3460
H -2.7723 -13.0224 -5.8823
H 1.0743 -0.9842 1.8345
H 0.7543 6.7044 4.3710
H -1.4228 1.3685 -0.6971
C 0.4685 4.4552 1.8518
C -4.6745 -10.8273 -4.1263
H -1.7307 7.2230 -1.3712
Cl 0.4082 -1.0211 -3.5162
C -0.5574 1.4590 -3.3343
H 2.6638 -5.6376 1.2443
F -1.0505 -6.6659 2.2732
H -0.0503 8.2165 2.5826
C 0.0994 7.1628 2.3764
H 4.1342 -3.7185 0.6469
C -0.9534 -7.9522 1.8823
H -0.6770 -11.6238 0.7671
H -4.7225 -10.6924 -1.9730
H -0.4996 7.3095 0.3114
O 2.1319 2.3646 -3.0137
C 0.5491 6.3122 3.3808
H 0.3844 -5.2157 2.1130
H -2.5503 -10.2249 -0.0421
H -0.1585 -0.4365 -0.0472
O 2.8770 0.0412 -1.6594
C 6.4571 7.6152 2.7281
H -5.3952 -10.0315 -4.2774
C 1.0294 -4.3817 1.8592
C 6.1129 8.9454 2.5056
H 1.4693 2.8721 -0.6183
F -3.0039 -12.5482 -1.4146
C 2.6761 -2.2599 1.2110
C -3.3705 -12.2011 -2.6602
C 5.5735 6.7654 3.3849
O -2.1153 -0.7896 -1.5135
P -0.9414 0.0780 -1.1236
H 0.8434 -8.2817 2.9952
C -4.3881 9.9773 -1.9240
H 5.8408 5.7282 3.5542
H -2.7317 -7.8540 0.6982
C -3.1967 -12.5057 -5.0289
F 2.8229 9.0327 4.0134
N 0.1546 0.4085 -2.5645
C -2.4773 7.9895 -1.5383
H 2.7231 -0.2985 -0.7434
H -2.0844 -13.6457 -3.5734
H -1.2208 3.5194 -4.1942
H 1.0200 -10.6633 2.2937
H 6.8042 9.6078 1.9969
C -1.0002 2.4408 -3.9245
C -1.9126 -8.4785 1.0347
C -2.8639 8.3417 -2.8266
C 2.3106 -4.6203 1.3687
C 0.0263 5.3129 0.8599
H 2.4934 3.1192 -2.4971
H 4.5920 10.4543 2.7644
N 1.3081 1.8522 -0.5550
C -3.0579 8.6306 -0.4561
C -2.8126 -12.8613 -3.7414
C 4.3461 7.2465 3.8248
H 7.4171 7.2416 2.3882
H -4.4512 10.1013 0.2290
C -4.1250 -11.4878 -5.2207
C 0.7370 4.9586 3.1194
C 3.1372 -3.5523 1.0376
H -2.4221 7.8402 -3.6806
H -4.4219 -11.2074 -6.2256
F 3.4796 -1.2197 0.8938
C 0.1040 -8.7213 2.3360
C -3.8162 9.3362 -3.0186
C -0.1582 6.6612 1.1064
C -0.7540 -10.5887 1.0819
*
```

orbital gap = 5.59 eV

Here are the Mulliken charges for atoms 1 to 8, given in e: atom 1 (C): -0.740, atom 2 (C): -0.346, atom 3 (H): 0.402, atom 4 (H): 0.369, atom 5 (H): 0.427, atom 6 (C): -0.392, atom 7 (C): -0.492, atom 8 (P): 0.854

---

# 4
# C38H36FIN4O4Y

A molecular structure, C38H36FIN4O4Y (wB97M-V/def2-TZVPD, the OMol25 dataset).

Structure (ORCA input):
```
! RIJCOSX wB97M-V def2-TZVPD def2/J DEFGRID3
* xyz 1 1
C -2.7475 -0.3691 -0.9295
C 0.0903 -2.1279 5.5039
H 0.9558 5.5438 0.9189
H -1.5509 0.0898 -10.2498
H -4.1137 -1.4872 -6.6622
H -0.9263 -0.3161 5.0038
O -1.9581 0.2060 -0.1249
C 2.6300 0.1698 2.3407
H 1.1004 0.6471 -4.2224
H 2.5133 6.2481 2.6939
C 0.4374 -2.8825 -0.9610
C 3.7359 1.9241 3.5426
H 1.6572 -1.6411 -10.5005
C 0.2473 0.5988 -4.8808
C 1.3372 3.4712 1.1984
C 0.3248 -2.2765 0.3036
N -3.3850 0.1851 -4.6126
C -0.5123 -4.4446 1.0747
N -0.5892 0.7066 -8.5162
C -1.1088 0.1329 -2.8797
C -0.1974 -1.4654 -9.5785
C -0.6882 0.6469 -7.1132
C -0.0965 -2.7339 2.7701
C -1.2003 -0.3339 -9.3012
H -5.8394 -1.1168 -6.5642
C -3.4877 -0.0692 -3.2831
O -3.7185 -1.0572 -0.6598
H 2.4363 0.6211 -10.0798
H 2.8930 -1.1979 -1.1470
H -4.4794 -0.2628 -2.8970
O -0.0888 0.1192 -2.1707
H -0.7910 -5.9761 -0.3937
H 0.1696 -4.6000 -2.2191
H 0.9206 -4.5301 3.2976
C 3.1049 4.2512 3.1589
C 1.6172 0.1843 -9.5085
C -0.4508 -4.9691 -0.2000
O 2.5943 -0.2824 -1.2102
C 2.0119 2.4317 1.8796
N 0.9742 -0.9012 -10.3019
H 4.4513 2.2684 4.2751
C 1.8121 1.0373 1.6282
H -0.8983 -5.0503 1.8829
H -2.0594 -0.7514 -8.7798
Y 0.2349 -0.0103 0.2817
F 1.6663 0.9144 -6.7189
H 0.6510 -0.5067 -11.1963
C -4.6045 0.2094 -5.4011
C 1.4996 4.7987 1.4782
H 2.0183 -0.2477 -8.5912
C -1.0102 0.3670 -4.3232
H 0.8411 -2.3065 -1.7938
H -5.4213 0.4983 -4.7378
H -1.9756 -1.0578 1.8315
C 0.0695 -4.1939 -1.2193
H -5.0238 -1.8931 -5.2098
C -0.6285 -1.5378 3.2755
H 3.8147 4.5373 3.9221
C 2.3896 5.1973 2.4847
C 0.4020 0.7351 -6.2341
H 0.1774 -1.8751 6.5491
H 0.1472 -1.8864 -8.6311
H 1.0511 -4.0326 5.6955
C -4.9120 -1.1584 -6.0017
C -2.1430 0.3556 -5.1646
H 3.3674 0.2799 -1.0757
H 0.2216 1.7115 -10.1215
H -4.5222 0.9725 -6.1775
H -2.7971 0.4862 -7.2061
H -0.6555 -2.2526 -10.1778
H 4.2069 -0.1385 3.7726
C 3.5930 0.5975 3.2691
C 0.5875 -3.3269 5.0238
I -0.0025 3.0517 -0.4634
N -1.2640 -0.6116 2.4150
C 0.5002 -3.6104 3.6734
C -2.4476 -0.1049 -2.4177
C -0.5206 -1.2470 4.6325
H -1.7044 0.1362 2.9499
C 2.9489 2.8799 2.8695
C -1.9471 0.4970 -6.5454
H 2.5388 -0.9040 2.1934
C 0.5621 1.2529 -9.1844
C -0.1219 -3.1304 1.3393
H 1.0159 2.0362 -8.5805
*
```

orbital gap = 5.75 eV
energy relative to the best compared isomer or geometry (same formula, charge and spin) = 0.00 kcal per mole

Here are the Mulliken charges for atoms 1 to 8, given in e: atom 1 (C): 0.178, atom 2 (C): -0.702, atom 3 (H): 0.390, atom 4 (H): 0.345, atom 5 (H): 0.245, atom 6 (H): 0.331, atom 7 (O): -0.544, atom 8 (C): -0.471

---

# 5
# C38H36N8O4SeSr

A molecular structure, C38H36N8O4SeSr (wB97M-V/def2-TZVPD, the OMol25 dataset).

Structure (ORCA input):
```
! RIJCOSX wB97M-V def2-TZVPD def2/J DEFGRID3
* xyz 0 1
Se -2.3435 -0.2416 2.1863
O 1.7642 -0.0227 -2.1053
C -3.8271 0.3040 1.3041
C 0.9844 3.5538 -1.0773
C -7.4967 2.3386 -0.4741
H -6.5580 3.4498 1.1206
H 3.2588 4.9583 -0.0952
H 0.9147 5.6450 -1.5599
C 0.6595 1.5334 4.9880
C 1.3996 -2.4579 -5.4124
C 4.0926 -6.1081 0.0121
C -0.1133 2.8257 2.7506
C 4.0692 -3.7484 -0.3681
H -0.6518 -2.6058 1.2237
C 2.2196 -0.4602 -4.3647
C -4.0664 -1.5953 -0.2826
C 2.1053 -1.2570 -5.4753
H -0.4269 3.3196 1.8360
C 3.0455 -4.6486 1.6224
H -1.5046 1.6319 -0.2171
O 3.3480 -1.1963 0.4085
C 3.3819 3.8801 -0.2381
H 3.1476 -6.7665 1.8294
H -0.0473 3.2294 6.0963
N -4.4908 1.4706 1.5257
H 0.0508 -4.5572 -2.3944
H 0.2770 -3.7627 -4.1966
H 2.5639 -0.9474 -6.4074
N 2.3020 -1.9881 2.3015
C 3.3872 -3.5348 0.8307
H 1.6624 -0.8966 4.4884
C -6.5122 0.2118 -1.0975
H 2.1842 3.4820 1.5150
C -0.4051 -2.8593 0.2063
H -2.8005 3.7214 -0.5959
O 2.3702 -4.5489 2.7789
C -5.5570 0.4279 -0.1187
H 3.9209 3.5532 1.8191
C 0.3657 -2.5575 -1.8053
C -0.5489 -4.0513 -0.4266
H 4.9467 -5.1575 -1.7194
C 3.0070 -2.1331 1.1729
C 3.4142 -5.9278 1.1999
H 4.0023 1.4415 0.7677
H -4.7313 -2.3944 0.0478
H 2.6986 3.9556 -2.2589
H -0.9138 -5.0063 -0.0943
H 4.3670 -7.1087 -0.2981
H 4.3036 -2.8779 -0.9670
C -7.4821 1.1901 -1.2608
C -1.0285 4.8582 -1.0801
C 4.4213 -5.0162 -0.7843
H -4.0924 -1.5217 -1.3694
H 1.2936 -3.0848 -6.2875
Sr 1.4215 0.1720 0.0982
C 0.8270 0.9810 3.7130
H -1.5465 5.7964 -1.2312
H 2.1713 -3.5813 2.9061
H 2.6348 2.3412 -1.5877
H -4.2080 2.1037 2.2528
C -5.5727 1.5837 0.6716
H -8.2719 3.0762 -0.6317
C 0.8356 -2.8334 -4.2124
N -0.0638 -3.8482 -1.6948
C 0.0881 2.7835 5.1196
H -0.7576 4.4356 4.0132
N 0.4304 1.6255 2.6048
H -6.5058 -0.6810 -1.7071
N -4.4711 -0.3314 0.2925
H 4.4170 3.7294 -0.5585
H 0.9831 0.9754 5.8564
C 1.4497 -0.3289 3.5826
C 2.4541 3.3925 -1.3552
C -1.7267 3.7132 -0.7252
C -1.0078 2.5442 -0.5356
O 3.1484 1.7892 1.0558
C 0.9421 -2.0554 -3.0493
C 1.6397 -0.8049 -3.1133
C 3.1599 3.2086 1.1101
H 2.7640 0.4757 -4.4065
C 0.3422 4.7777 -1.2579
N 0.1672 -1.9417 -0.6411
C -6.5420 2.5581 0.5087
H -8.2454 1.0569 -2.0152
N 1.7575 -0.7634 2.4230
C -0.3063 3.4538 3.9716
H -3.0503 -1.8119 0.0411
N 0.3109 2.4666 -0.6977
*
```

orbital gap = 6.74 eV
energy relative to the best compared isomer or geometry (same formula, charge and spin) = 23.81 kcal per mole

Here are the Mulliken charges for atoms 1 to 8, given in e: atom 1 (Se): -0.252, atom 2 (O): -0.194, atom 3 (C): -0.574, atom 4 (C): 0.362, atom 5 (C): -0.461, atom 6 (H): 0.417, atom 7 (H): 0.411, atom 8 (H): 0.520

---

E values (in eV) by entry order: -83489.8044 -207297.7732 -96506.1400 -65998.8032 -126288.3905.
Maximum force values (in Eh/bohr) by entry order: 0.0288 0.0769 0.1282 0.0298 0.0243.